Record 1
{"formula": "C8H7FN2", "method": "wB97M-V/def2-TZVPD", "gap_ha": 0.3582, "lumo_ha": 0.0158, "e_above_lowest_ev": 2.6627, "symbols": ["C", "C", "C", "C", "C", "C", "C", "C", "N", "N", "F", "H", "H", "H", "H", "H", "H", "H"], "positions_angstrom": [[1.9069, 1.8997, 0.3846], [-2.5937, -0.0833, 0.1456], [-2.0745, -0.1772, -1.1349], [-1.6578, 0.0342, 1.2098], [-0.6962, -0.4546, -1.2149], [-0.2944, -0.2661, 1.1111], [0.2279, -0.5577, -0.1696], [2.3993, -1.0200, 0.5876], [2.3816, 2.1368, -0.6359], [1.5711, -0.7917, -0.4224], [3.6674, -1.1613, 0.1630], [-3.6098, 0.0957, 0.2825], [-2.5312, -0.2454, -2.0994], [-2.1400, 0.2554, 2.2169], [-0.2425, -0.5375, -2.2630], [0.4646, -0.2894, 1.8659], [1.4245, 1.8150, 1.3525], [1.7969, -0.6527, -1.3794]], "forces_ev_per_angstrom": [[0.0, 0.9, 0.0], [2.5, 1.0, -0.4], [2.2, -1.4, 0.8], [-1.3, -0.7, 1.6], [1.7, 0.0, -2.3], [-0.2, 0.0, -1.5], [-3.3, 0.9, 0.5], [0.2, -0.2, 0.1], [-0.2, -0.2, 0.6], [0.6, -0.6, 1.0], [-0.7, 0.1, -0.5], [-1.5, 0.2, 0.5], [-1.0, 0.3, 0.0], [1.0, -0.3, -1.3], [-0.8, 0.0, 1.4], [-0.3, 0.2, 1.0], [0.3, -0.1, -0.6], [0.9, -0.1, -1.0]]}

Record 2
{"formula": "CH4N3", "method": "wB97M-V/def2-TZVPD", "gap_ha": [0.2536, 0.4221], "lumo_ha": [-0.1645, -0.2645], "e_above_lowest_ev": 1.2021, "spin_multiplicity": 3, "charge": 1, "s2": 2.02, "symbols": ["C", "N", "N", "N", "H", "H", "H", "H"], "positions_angstrom": [[-1.0515, -0.5312, 0.2988], [-3.2198, 0.6180, -0.2797], [-2.2852, 0.0502, -0.0018], [0.1535, -0.0048, -0.2044], [-1.0385, -1.3642, 0.8674], [0.3707, -0.3890, -1.1495], [0.7718, -0.2458, 0.5436], [0.1369, 0.9994, -0.3681]], "forces_ev_per_angstrom": [[-6.3, 3.8, -2.2], [-4.9, 3.6, -1.9], [7.8, -5.3, 2.9], [0.8, 0.5, -1.7], [0.3, -2.7, 1.8], [0.5, -0.3, 0.7], [1.9, -0.1, 0.1], [-0.1, 0.5, 0.4]]}

Record 3
{"formula": "C11H14N2S2", "method": "wB97M-V/def2-TZVPD", "gap_ha": 0.3239, "lumo_ha": 0.0189, "e_above_lowest_ev": 1.0815, "smiles": "CS[C@](C)(S)n1c(C)nc2ccccc21", "symbols": ["C", "S", "C", "C", "S", "N", "C", "C", "N", "C", "C", "C", "C", "C", "C", "H", "H", "H", "H", "H", "H", "H", "H", "H", "H", "H", "H", "H", "H"], "positions_angstrom": [[2.1387, -0.3692, 2.5171], [2.7890, -0.1344, 0.8516], [1.7209, -0.5940, -0.5829], [1.3810, -2.0441, -0.6552], [2.5268, 0.0320, -2.0650], [0.1851, 0.3332, -0.3278], [0.1011, 1.6564, -0.0496], [1.2552, 2.5756, 0.0665], [-1.1247, 2.0692, 0.0578], [-1.9103, 0.8834, -0.0848], [-3.2674, 0.8252, -0.1269], [-3.8096, -0.4339, -0.3810], [-3.0117, -1.4223, -0.8317], [-1.6708, -1.3254, -0.8738], [-1.0497, -0.2105, -0.4573], [2.6390, 0.3183, 3.2754], [2.3419, -1.3130, 2.9101], [1.0185, -0.0760, 2.6207], [0.5117, -2.2478, -0.0533], [1.2020, -2.3795, -1.7251], [2.2182, -2.5092, -0.2432], [2.2784, 1.3229, -1.9405], [1.4229, 2.9913, 1.2015], [2.2849, 2.0934, -0.1458], [1.0351, 3.5432, -0.5197], [-3.7521, 1.5931, 0.4001], [-4.8969, -0.6752, -0.4719], [-3.4286, -2.3248, -1.0526], [-1.1286, -2.1780, -1.3126]], "forces_ev_per_angstrom": [[-2.4, 2.4, 0.8], [1.3, 0.3, -0.4], [-3.1, 3.1, 1.7], [-1.0, 0.3, -1.9], [0.1, -1.0, -0.2], [4.7, -3.1, -1.2], [-0.3, 0.4, 0.1], [2.2, 2.1, 1.8], [-1.0, -1.2, 0.7], [2.4, 1.4, -1.2], [-0.3, -1.7, 1.2], [-2.5, 1.3, -0.6], [0.2, 0.4, 0.5], [2.3, -2.9, -1.4], [-1.4, 3.3, 1.2], [-0.2, -0.4, -1.6], [-0.1, -1.8, 0.3], [1.8, -0.8, -0.4], [-0.1, -0.2, 0.3], [0.2, 0.3, 1.3], [1.3, -1.3, 0.5], [-0.1, 0.4, 0.3], [-0.7, -1.2, -2.6], [-2.0, 1.1, 0.0], [0.5, -1.7, 0.7], [-1.1, 1.2, -0.1], [0.9, 0.8, 0.6], [-1.1, -2.3, -0.9], [-0.2, 0.5, 0.4]]}

Record 4
{"formula": "C5H13N3O", "method": "wB97M-V/def2-TZVPD", "gap_ha": 0.3615, "lumo_ha": 0.0346, "e_above_lowest_ev": 1.3351, "smiles": "C[C@@]1(N)N[C@H](O)[C@@]1(C)N", "symbols": ["C", "C", "N", "N", "C", "O", "C", "C", "N", "H", "H", "H", "H", "H", "H", "H", "H", "H", "H", "H", "H", "H"], "positions_angstrom": [[-2.0327, 0.4959, -0.1226], [-0.6147, 0.4908, 0.4433], [-0.1488, 1.7941, 0.8364], [-0.3832, -0.4786, 1.5011], [0.3345, -1.4202, 0.5738], [1.4825, -1.9550, 1.1233], [0.4316, -0.3163, -0.4962], [1.8029, 0.3416, -0.5871], [-0.1143, -0.7387, -1.7686], [-2.7287, 0.8214, 0.6514], [-2.3044, -0.5000, -0.4594], [-2.1029, 1.1753, -0.9695], [-0.4199, 2.5069, 0.1702], [-0.4426, 2.0106, 1.7807], [-1.2037, -0.8375, 1.9735], [-0.2768, -2.2660, 0.2406], [1.9719, -1.2346, 1.5392], [1.7841, 1.1365, -1.3314], [2.5543, -0.3948, -0.8738], [2.0726, 0.7862, 0.3672], [0.4769, -1.4580, -2.1735], [-0.1387, 0.0405, -2.4186]], "forces_ev_per_angstrom": [[0.3, -0.2, 0.3], [0.3, -0.3, -1.2], [0.2, 0.2, 0.0], [0.6, -0.8, -0.4], [-0.9, 0.5, 0.9], [0.4, -0.3, 0.0], [-0.4, 0.7, 0.6], [-0.3, -0.2, 0.2], [-0.1, -0.1, -0.1], [-0.1, 0.1, 0.0], [-0.1, 0.0, -0.1], [-0.1, 0.1, -0.1], [-0.2, 0.1, 0.3], [-0.1, 0.2, -0.1], [0.0, 0.0, -0.1], [0.1, 0.1, 0.0], [-0.1, 0.0, 0.0], [0.0, 0.1, 0.0], [0.0, 0.0, -0.1], [0.1, 0.1, 0.0], [0.0, 0.1, 0.0], [0.1, -0.1, 0.0]]}

Record 5
{"formula": "C8H9ClN2O2", "method": "wB97M-V/def2-TZVPD", "gap_ha": 0.2935, "lumo_ha": 0.0258, "symbols": ["C", "C", "C", "C", "C", "C", "C", "C", "N", "N", "O", "O", "Cl", "H", "H", "H", "H", "H", "H", "H", "H", "H"], "positions_angstrom": [[-1.0062, -1.0518, 0.9226], [-2.1738, -1.4648, 0.1930], [-0.7963, 0.2652, 0.5955], [-2.5783, -0.3328, -0.4871], [0.2792, 1.0938, 0.9599], [3.4540, 0.9974, -0.1015], [-3.8886, -0.0758, -1.2109], [3.2070, -0.2617, -0.7098], [1.2333, 0.7374, 1.7289], [2.1725, 0.2360, 2.0640], [-1.7786, 0.7400, -0.2761], [2.8444, 2.0051, -0.1926], [4.6266, 0.8911, 1.1137], [-0.2327, -1.7097, 1.2673], [-2.6295, -2.4430, 0.0307], [0.2332, 2.1175, 0.7415], [-3.7946, -0.2959, -2.2890], [-4.6733, -0.6483, -0.8291], [-4.0660, 0.9648, -1.1321], [3.7409, -1.0013, 0.0354], [3.7137, -0.3176, -1.6317], [2.1131, -0.4458, -0.7926]], "forces_ev_per_angstrom": [[0.0, 0.1, -1.5], [-0.1, 1.5, -1.1], [-0.9, -1.7, -0.1], [-1.8, -1.5, 0.2], [-1.0, 1.7, -0.2], [-0.8, 1.6, 1.0], [2.7, 0.0, -1.3], [-0.2, -3.6, 1.6], [-0.7, -0.5, -1.5], [1.2, -1.1, 2.2], [1.1, -0.8, 1.6], [-0.7, 1.2, -1.0], [2.8, 0.5, 1.4], [0.0, 0.0, 0.8], [0.2, 0.4, 0.5], [0.1, 1.3, -0.3], [0.0, 0.0, 0.3], [-1.2, -0.8, 0.8], [-0.6, 1.0, 0.1], [-1.5, 0.8, -1.9], [0.4, -0.2, -1.4], [0.8, 0.1, -0.2]]}

Record 6
{"formula": "C4H14NO2", "method": "wB97M-V/def2-TZVPD", "gap_ha": [0.1300, 0.3391], "lumo_ha": [0.0251, 0.0135], "e_above_lowest_ev": 2.0818, "spin_multiplicity": 2, "s2": 0.75, "symbols": ["C", "C", "C", "C", "N", "H", "H", "H", "H", "H", "H", "H", "H", "H", "H", "H", "H", "O", "H", "H", "O"], "positions_angstrom": [[1.4360, 1.1086, 2.4652], [2.0526, 0.2079, 1.3837], [1.3342, 0.3422, 0.0836], [1.3081, -0.5753, -0.8843], [0.3401, -0.4700, -1.9917], [0.4436, 0.7853, 2.7768], [1.3573, 2.1369, 2.1141], [2.1054, 1.0739, 3.3239], [2.0726, -0.8350, 1.6865], [3.1039, 0.4971, 1.3523], [0.7514, 1.2318, -0.1226], [1.8155, -1.5274, -0.8744], [-0.5675, -0.0220, -1.6232], [0.6468, 0.2229, -2.6696], [-0.0396, -1.3615, -2.3508], [-2.6334, -0.2576, -1.2142], [-2.9543, -0.6703, -2.7057], [-2.2297, -0.4827, -2.0896], [-4.1493, -0.4215, 0.1254], [-2.9133, -0.8892, 0.8153], [-3.2805, -0.0940, 0.3992]], "forces_ev_per_angstrom": [[0.2, -0.5, 0.1], [-0.3, 0.5, 0.2], [-0.7, 0.7, 0.5], [0.8, -1.6, -1.4], [-0.9, 1.5, 1.4], [0.0, -0.1, -0.1], [0.1, 0.0, 0.0], [-0.1, 0.2, 0.2], [-0.1, -0.2, 0.2], [0.2, 0.1, -0.5], [0.2, 0.4, 0.3], [-0.1, 0.0, 0.2], [0.8, -0.3, -0.1], [0.0, -0.9, -0.5], [0.7, 0.2, -0.4], [0.1, -0.1, -0.4], [0.0, 0.1, 0.1], [-0.8, -0.1, 0.0], [-0.2, 0.3, 0.1], [0.3, 0.2, 0.1], [-0.3, -0.5, 0.0]]}

Record 7
{"formula": "C22H12BrF5N3O2PtS2", "method": "wB97M-V/def2-TZVPD", "gap_ha": 0.2429, "lumo_ha": 0.0685, "e_above_lowest_ev": 0.0000, "charge": -1, "symbols": ["Pt", "F", "C", "C", "F", "C", "F", "C", "S", "C", "F", "C", "F", "S", "C", "C", "C", "N", "C", "C", "C", "C", "C", "N", "C", "C", "H", "H", "H", "H", "H", "H", "H", "H", "Br", "C", "C", "C", "C", "C", "C", "H", "H", "H", "H", "O", "N", "O"], "positions_angstrom": [[-1.1193, -0.3835, -0.2164], [4.6836, 3.1440, -1.6125], [3.4239, 2.6928, -1.6760], [2.6256, 2.6775, -0.5493], [3.1175, 3.1227, 0.6158], [1.3218, 2.2218, -0.6263], [0.6028, 2.2622, 0.4978], [0.7670, 1.7318, -1.8052], [-0.8693, 1.1068, -1.9392], [1.6017, 1.7706, -2.9219], [1.1682, 1.3127, -4.1047], [2.9005, 2.2407, -2.8728], [3.6670, 2.2423, -3.9741], [-0.0908, -4.5669, 4.7063], [-0.6069, -3.5368, 3.3608], [-0.4430, -3.9379, 2.0407], [-0.7636, -3.0504, 1.0369], [-1.2663, -1.8330, 1.2828], [-1.5163, -1.4837, 2.5462], [-1.1843, -2.3043, 3.6147], [1.6086, -4.8578, 4.3029], [2.3875, -4.0211, 3.5138], [3.7196, -4.3539, 3.3144], [4.3125, -5.4194, 3.8523], [3.5556, -6.2018, 4.6166], [2.2118, -5.9774, 4.8657], [-0.0210, -4.9023, 1.7949], [-0.5848, -3.2860, -0.0022], [-1.9544, -0.5032, 2.6752], [-1.3380, -1.9569, 4.6268], [1.9859, -3.1325, 3.0451], [4.3383, -3.7224, 2.6853], [4.0443, -7.0687, 5.0491], [1.6458, -6.6674, 5.4780], [5.3760, -2.0499, 0.0825], [3.5479, -1.5174, -0.0394], [2.8722, -1.6478, -1.2391], [1.5343, -1.2730, -1.3082], [0.8375, -0.7803, -0.1973], [1.5753, -0.6506, 0.9902], [2.9160, -1.0059, 1.0801], [3.3837, -2.0317, -2.1125], [1.0188, -1.3527, -2.2584], [1.0937, -0.2386, 1.8715], [3.4637, -0.8774, 2.0061], [-3.2380, -0.1335, -0.3582], [-3.9140, 0.4308, 0.5676], [-3.2871, 0.7783, 1.5569]], "forces_ev_per_angstrom": [[0.0, -0.2, -0.2], [0.0, 0.0, 0.0], [0.0, 0.0, -0.1], [0.0, 0.0, 0.1], [0.0, 0.0, 0.0], [0.0, 0.1, 0.0], [0.0, 0.0, 0.0], [0.1, 0.0, -0.2], [-0.1, 0.1, 0.1], [0.0, 0.0, 0.0], [0.0, 0.0, 0.0], [0.0, 0.0, 0.0], [0.0, 0.0, 0.0], [0.0, 0.0, 0.0], [0.0, 0.0, 0.0], [0.0, 0.0, 0.0], [0.0, 0.0, 0.0], [0.0, 0.0, 0.0], [0.0, 0.0, 0.0], [0.0, 0.0, 0.0], [0.0, 0.0, 0.0], [0.0, 0.0, 0.0], [0.0, 0.0, 0.0], [0.0, 0.0, 0.0], [0.0, 0.0, 0.0], [0.0, 0.0, 0.0], [0.0, 0.0, 0.0], [0.0, 0.0, 0.0], [0.0, 0.0, 0.0], [0.0, 0.0, 0.0], [0.0, 0.0, 0.0], [0.0, 0.0, 0.0], [0.0, 0.0, 0.0], [0.0, 0.0, 0.0], [0.0, 0.0, 0.0], [0.0, 0.0, 0.0], [0.0, 0.0, 0.0], [0.0, 0.0, 0.0], [0.0, 0.0, 0.2], [0.0, 0.0, 0.0], [0.0, 0.0, 0.0], [0.0, 0.0, 0.0], [0.0, 0.0, 0.0], [0.0, 0.0, 0.0], [0.0, 0.0, 0.0], [0.0, 0.1, 0.1], [0.0, -0.1, 0.0], [0.0, 0.0, 0.0]]}

Record 8
{"formula": "C4H12N2S", "method": "wB97M-V/def2-TZVPD", "gap_ha": 0.3632, "lumo_ha": 0.0368, "e_above_lowest_ev": 1.1349, "smiles": "CNC[C@@H](N)CS", "symbols": ["C", "N", "C", "C", "N", "C", "S", "H", "H", "H", "H", "H", "H", "H", "H", "H", "H", "H", "H"], "positions_angstrom": [[-2.7355, -0.1473, -1.3586], [-1.7160, -0.0080, -0.3343], [-0.3133, 0.1950, -0.6956], [0.6965, 0.1041, 0.5941], [0.7117, -1.2046, 1.2520], [2.1279, 0.4680, 0.1392], [3.3631, 0.8633, 1.4568], [-2.8288, 0.8923, -1.7670], [-3.6873, -0.4904, -0.9454], [-2.5642, -0.9953, -2.0546], [-2.0971, 0.7056, 0.2760], [0.0549, -0.6238, -1.4224], [-0.0830, 1.1573, -1.2488], [0.3490, 0.7582, 1.3451], [-0.2676, -1.3950, 1.4187], [1.0274, -1.1036, 2.2768], [2.4751, -0.2900, -0.5235], [2.1997, 1.3922, -0.4816], [3.2875, -0.2781, 2.0731]], "forces_ev_per_angstrom": [[0.2, 0.3, -0.5], [0.3, -0.9, 0.9], [1.6, -0.8, -0.1], [0.0, 0.1, -1.6], [0.1, -0.3, 1.6], [-0.3, 1.4, 0.0], [-0.6, 0.6, -0.9], [-0.5, -1.2, -0.8], [0.0, 0.5, 0.5], [0.6, 1.0, -0.1], [0.8, 0.1, 0.2], [-0.9, 1.0, 1.1], [-0.3, -0.6, 0.7], [-0.4, 1.7, 0.5], [-0.4, -0.5, -0.3], [-0.2, 0.1, -2.1], [0.5, -0.9, -0.2], [-0.6, -0.4, 0.5], [0.0, -1.1, 0.6]]}